i | C23H29N3O5S | the ωB97M-V functional and the def2-TZVPD basis

Last column: Löwdin charge in e.
Cartesian coordinates (Å):
C1 7.54 -3.82 1.02  -0.069
C2 6.75 -5.05 1.49  -0.273
O1 5.64 -5.35 0.68  -0.151
C3 4.56 -4.46 0.83  -0.243
C4 3.43 -4.89 -0.10  -0.147
C5 2.26 -3.90 -0.06  -0.245
N1 2.62 -2.57 -0.50  -0.124
S1 3.19 -1.47 0.64  0.650
O2 2.93 -1.99 1.95  -0.280
O3 4.54 -1.09 0.29  -0.295
C6 2.10 -0.10 0.32  -0.286
C7 2.47 0.88 -0.58  -0.042
C8 1.59 1.92 -0.86  0.013
C9 0.35 1.96 -0.24  -0.198
N2 -0.59 2.96 -0.48  0.157
C10 -0.53 4.00 -1.37  -0.429
O4 0.41 4.23 -2.10  0.093
C11 -1.80 4.84 -1.39  -0.178
C12 -2.19 5.37 0.00  -0.025
C13 -3.18 4.35 0.54  -0.463
O5 -3.53 4.23 1.69  0.090
N3 -3.58 3.57 -0.50  -0.011
C14 -4.50 2.50 -0.39  -0.200
C15 -5.64 2.64 0.39  0.002
C16 -6.52 1.59 0.52  -0.031
C17 -6.30 0.38 -0.12  -0.281
C18 -7.27 -0.75 0.01  -0.051
C19 -5.15 0.25 -0.90  -0.041
C20 -4.26 1.30 -1.03  -0.013
C21 -3.02 3.98 -1.77  -0.079
C22 -0.01 0.96 0.67  -0.001
C23 0.87 -0.07 0.95  -0.051
H1 6.95 -2.92 1.10  0.062
H2 8.44 -3.72 1.62  0.073
H3 7.84 -3.95 -0.02  0.078
H4 6.43 -4.90 2.53  0.118
H5 7.39 -5.94 1.44  0.117
H6 4.21 -4.45 1.88  0.133
H7 4.87 -3.43 0.59  0.082
H8 3.08 -5.88 0.20  0.120
H9 3.83 -4.96 -1.11  0.120
H10 1.90 -3.79 0.96  0.111
H11 1.45 -4.26 -0.70  0.117
H12 3.21 -2.56 -1.32  0.114
H13 3.44 0.83 -1.03  0.115
H14 1.87 2.69 -1.56  0.104
H15 -1.43 2.88 0.08  0.130
H16 -1.63 5.64 -2.11  0.149
H17 -1.34 5.48 0.67  0.135
H18 -2.69 6.34 -0.07  0.134
H19 -5.82 3.57 0.91  0.116
H20 -7.40 1.71 1.14  0.116
H21 -6.85 -1.68 -0.35  0.074
H22 -8.17 -0.54 -0.57  0.085
H23 -7.58 -0.87 1.05  0.081
H24 -4.95 -0.68 -1.41  0.111
H25 -3.37 1.16 -1.63  0.108
H26 -2.74 3.12 -2.38  0.125
H27 -3.75 4.57 -2.33  0.138
H28 -0.97 1.00 1.16  0.119
H29 0.63 -0.85 1.66  0.116

Summary:
Kohn-Sham gap	0.3455	hartree
SMILES string	CCOCCCNS(=O)(=O)c1ccc(NC(=O)[C@@H]2CC(=O)N(c3ccc(C)cc3)C2)cc1
spin multiplicity	1
net charge	0
LUMO level	0.47	eV


ii | C23H29N3O5S | the ωB97M-V functional and the def2-TZVPD basis

Last column: Löwdin charge in e.
Cartesian coordinates (Å):
C1 -5.63 -2.12 -3.45  -0.063
C2 -5.63 -2.72 -2.05  -0.225
O1 -4.73 -2.05 -1.18  -0.018
C3 -5.19 -0.90 -0.64  -0.539
O2 -6.31 -0.48 -0.80  0.086
N1 -4.24 -0.26 0.08  -0.030
C4 -2.96 -0.82 0.43  -0.102
C5 -2.95 -1.19 1.93  -0.139
N2 -3.34 -0.10 2.80  -0.160
C6 -2.29 0.78 3.25  -0.091
C7 -1.52 1.50 2.15  -0.460
O3 -1.90 2.51 1.59  -0.017
N3 -0.36 0.90 1.79  0.108
C8 0.42 1.38 0.77  -0.433
S1 -0.03 2.76 -0.15  1.180
C9 1.40 2.58 -1.14  -0.502
C10 1.62 3.55 -2.26  -0.271
C11 2.93 3.32 -3.00  -0.108
C12 2.16 1.53 -0.75  -0.085
C13 1.62 0.82 0.37  -0.169
C14 2.15 -0.35 1.03  -0.299
O4 1.48 -1.00 1.84  0.053
C15 3.54 -0.76 0.71  -0.157
C16 3.83 -2.12 0.60  -0.004
C17 5.12 -2.54 0.33  0.010
C18 6.15 -1.61 0.20  -0.270
O5 7.38 -2.12 -0.06  -0.077
C19 8.47 -1.24 -0.20  -0.085
C20 5.87 -0.25 0.35  -0.008
C21 4.57 0.16 0.60  -0.028
C22 -4.59 0.51 2.37  -0.139
C23 -4.60 0.90 0.88  -0.104
H1 -6.00 -1.09 -3.40  0.074
H2 -4.63 -2.11 -3.86  0.076
H3 -6.28 -2.69 -4.10  0.076
H4 -6.64 -2.68 -1.63  0.120
H5 -5.28 -3.76 -2.07  0.121
H6 -2.77 -1.71 -0.17  0.127
H7 -2.19 -0.08 0.21  0.117
H8 -1.97 -1.56 2.22  0.122
H9 -3.68 -2.00 2.08  0.129
H10 -1.59 0.19 3.84  0.128
H11 -2.74 1.54 3.89  0.132
H12 0.02 0.04 2.20  0.124
H13 0.79 3.47 -2.96  0.111
H14 1.61 4.56 -1.85  0.110
H15 2.95 2.33 -3.46  0.076
H16 3.78 3.41 -2.33  0.076
H17 3.04 4.06 -3.79  0.071
H18 3.06 1.23 -1.24  0.110
H19 3.04 -2.84 0.72  0.121
H20 5.35 -3.58 0.23  0.120
H21 9.33 -1.87 -0.40  0.094
H22 8.32 -0.55 -1.03  0.096
H23 8.65 -0.68 0.72  0.096
H24 6.65 0.49 0.27  0.104
H25 4.37 1.21 0.74  0.122
H26 -4.79 1.39 2.98  0.124
H27 -5.38 -0.23 2.54  0.129
H28 -5.60 1.22 0.58  0.125
H29 -3.88 1.70 0.69  0.114

Summary:
Kohn-Sham gap	0.2995	hartree
SMILES string	CCOC(=O)N1CCN(CC(=O)Nc2sc(CC)cc2C(=O)c2ccc(OC)cc2)CC1
spin multiplicity	1
net charge	0
LUMO level	0.02	eV


Relative energy of each structure, in kcal/mol: i 5.7; ii 0.0.


i | C2H10O2Si2 | the ωB97M-V functional and the def2-TZVPD basis

Last column: Löwdin charge in e.
Cartesian coordinates (Å):
C1 -0.90 -1.62 -0.57  -0.142
Si1 -1.09 0.33 -0.54  0.656
C2 -2.61 0.88 0.42  -0.149
O1 0.00 1.29 -0.96  -0.339
H1 -1.75 -2.15 -0.84  0.003
H2 0.00 -1.86 -1.09  0.012
H3 -0.37 -1.85 0.34  0.024
H4 -2.49 0.59 1.43  0.029
H5 -2.78 1.86 0.27  -0.008
H6 -3.45 0.25 0.27  0.022
O2 2.22 -0.20 -0.93  -0.362
Si2 2.83 0.43 0.49  0.498
H7 1.46 0.40 -1.10  -0.054
H8 1.93 -0.39 1.49  -0.053
H9 2.66 1.91 0.57  -0.063
H10 4.32 0.14 0.76  -0.073

Summary:
Kohn-Sham gap	0.3713	hartree
SMILES string	C[Si](C)=O.O[SiH3]
spin multiplicity	1
net charge	0
LUMO level	-0.01	eV


ii | C2H10O2Si2 | the ωB97M-V functional and the def2-TZVPD basis

Last column: Löwdin charge in e.
Cartesian coordinates (Å):
C1 -2.39 -0.18 -0.09  -0.222
Si1 -1.45 1.30 0.49  0.489
O1 0.11 1.17 0.10  -0.423
Si2 1.68 0.79 0.26  0.367
C2 1.59 -1.20 0.20  -0.129
O2 2.65 1.15 -0.99  -0.174
H1 -1.76 -0.87 -0.62  0.021
H2 -2.88 -0.82 0.54  -0.010
H3 -3.00 0.08 -0.96  0.030
H4 -1.50 1.10 2.00  -0.015
H5 -1.57 2.64 -0.13  -0.017
H6 2.27 1.71 1.35  0.015
H7 1.57 -1.66 1.17  0.009
H8 0.75 -1.65 -0.23  -0.011
H9 2.56 -1.49 -0.16  0.009
H10 2.89 2.01 -1.35  0.061

Summary:
Kohn-Sham gap	0.4015	hartree
SMILES string	C[SiH2]O[Si@@H](C)O
spin multiplicity	1
net charge	0
LUMO level	0.85	eV


Relative energy of each structure, in kcal/mol: i 54.1; ii 0.0.